No. 1
{
  "formula": "C11H12NO2",
  "method": "ωB97M-V/def2-TZVPD",
  "elements": ["C", "C", "C", "C", "C", "C", "C", "C", "C", "N", "H", "H", "H", "H", "H", "H", "H", "H", "H", "C", "C", "O", "O", "H", "H", "H"],
  "xyz": [[0.078306, 3.182996, -1.873636], [1.179004, 1.546988, -0.215293], [-0.448685, 0.084904, 0.111572], [0.079626, 2.009490, -0.962953], [-0.997346, 1.153079, -0.677950], [-1.212874, -0.898015, 0.735961], [-2.572280, -0.771039, 0.479131], [-2.381824, 1.084112, -0.992714], [-3.185372, 0.256533, -0.285491], [0.907872, 0.346157, 0.347458], [1.515592, -0.353866, 0.906365], [2.014196, 2.096613, 0.153684], [-0.617945, -1.612333, 1.280857], [0.564761, 3.995489, -1.325278], [-0.846542, 3.650259, -2.136662], [-3.244104, -1.514287, 0.882766], [-2.825992, 1.777060, -1.714374], [-4.261319, 0.237298, -0.289462], [0.637158, 3.061217, -2.813575], [2.764902, -2.896991, 0.787811], [1.542392, -2.522807, 1.754808], [1.408232, -1.336068, 2.134890], [0.870516, -3.532716, 2.024942], [2.941714, -3.965250, 0.736990], [3.625768, -2.414312, 1.221403], [2.464238, -2.664518, -0.271247]],
  "forces_ev_per_angstrom": [[1.170, 1.016, 0.477], [-0.001, -2.225, 1.557], [-0.644, 0.402, 0.633], [-1.777, 0.344, -1.013], [0.667, -1.673, -0.053], [1.176, 1.293, -1.575], [-0.766, -0.404, 0.573], [-0.059, 2.002, -0.579], [0.715, -1.706, 0.665], [0.149, 1.749, -1.405], [-0.521, 0.307, 0.900], [0.832, 0.177, -0.536], [-0.746, -0.610, 0.533], [0.398, 0.057, -0.165], [-1.054, -0.472, -0.035], [-0.013, -0.076, 0.254], [0.243, -0.040, 0.322], [-0.120, 0.228, -0.540], [-0.012, -0.327, 0.391], [-1.511, 0.547, -0.097], [1.366, -3.581, -1.168], [0.066, 0.962, -0.266], [-0.638, 1.187, 0.392], [-0.191, -0.166, 0.484], [0.566, 0.480, -0.648], [0.705, 0.528, 0.899]],
  "e_homo_ev": [-7.715, -7.712],
  "total_charge": 0,
  "multiplicity": 2,
  "relative_energy_kcal_mol": 27.9,
  "homo_lumo_gap_ev": [7.45, 4.24],
  "lumo_ha": [-0.0096, -0.1276]
}

No. 2
{
  "formula": "C7H9N2",
  "method": "ωB97M-V/def2-TZVPD",
  "elements": ["H", "N", "C", "C", "C", "C", "C", "C", "N", "C", "H", "H", "H", "H", "H", "H", "H", "H"],
  "xyz": [[-3.822755, -0.958309, -0.258573], [-2.829495, -0.885147, 0.082119], [-2.437320, 0.329992, -0.114298], [-1.067540, 0.534765, -0.066176], [-0.240729, 1.562418, -0.195676], [1.130824, 1.522108, 0.051767], [2.138477, 0.608650, 0.131296], [2.217003, -0.771493, -0.114124], [1.253135, -1.596850, -0.208331], [-0.229281, -0.959799, 0.378169], [-3.009331, 1.201779, -0.493187], [-0.828023, 2.416829, -0.497248], [1.633160, 2.379985, 0.208377], [3.016700, 1.076925, 0.580987], [3.145286, -1.208121, -0.497211], [1.144001, -2.569512, -0.534165], [-0.220898, -0.984291, 1.482933], [-0.993214, -1.699936, 0.063336]],
  "forces_ev_per_angstrom": [[0.858, -0.048, 0.989], [-2.010, 1.545, -1.310], [-2.143, -0.956, -1.035], [6.436, -4.203, 1.672], [-2.808, 0.096, -1.054], [0.968, -2.231, -0.344], [-0.188, 0.802, 1.550], [1.254, -1.927, -2.158], [-5.465, 2.465, 1.842], [-1.257, -0.524, -0.880], [-0.255, -0.644, 0.360], [0.839, 1.081, 0.165], [0.619, 3.614, 0.559], [0.251, -0.555, -0.731], [0.303, 0.418, 0.575], [0.883, 0.843, 0.178], [0.691, -0.023, -0.604], [1.025, 0.247, 0.224]],
  "e_homo_ev": -13.486,
  "total_charge": 1,
  "relative_energy_kcal_mol": 103.6,
  "smiles": "[H]/N=C/C1=CC=CC=[NH+]C1",
  "homo_lumo_gap_ev": 7.85,
  "lumo_ha": -0.2073
}

No. 3
{
  "formula": "C20H25N3PdS",
  "method": "ωB97M-V/def2-TZVPD",
  "elements": ["Pd", "N", "C", "C", "C", "C", "C", "C", "C", "H", "H", "H", "H", "C", "N", "C", "S", "N", "C", "H", "H", "H", "H", "H", "H", "H", "H", "C", "C", "C", "C", "C", "C", "C", "C", "C", "C", "H", "H", "H", "H", "H", "H", "H", "H", "H", "H", "H", "H", "H"],
  "xyz": [[0.000000, 0.000000, 0.000000], [0.046300, -0.002200, 7.452200], [0.036300, -0.001700, 6.291600], [0.024000, -0.001200, 4.857900], [1.227400, -0.049900, 4.144800], [1.212200, -0.049200, 2.748300], [0.000000, 0.000000, 2.063600], [-1.200300, 0.048600, 2.769100], [-1.191500, 0.048200, 4.165600], [2.180300, -0.088600, 4.669400], [2.142400, -0.086900, 2.187900], [-2.140000, 0.086800, 2.224800], [-2.135200, 0.086400, 4.706600], [2.774600, 2.516000, -1.554800], [1.505800, 2.440000, -2.253000], [0.266100, 2.353800, -1.648700], [0.000000, 2.368300, 0.000000], [-0.720200, 2.254500, -2.611300], [-2.145500, 2.200700, -2.348800], [3.557400, 2.718700, -2.289700], [2.970800, 1.559400, -1.063300], [2.752200, 3.319900, -0.814800], [1.549100, 2.088800, -3.198900], [-0.459400, 2.584800, -3.529300], [-2.367000, 1.434200, -1.602100], [-2.655700, 1.956200, -3.283700], [-2.479800, 3.178600, -1.992500], [1.192300, -2.033100, -1.048800], [2.117800, -1.480300, 0.058700], [1.530700, -1.945700, 1.406100], [2.089700, 0.000000, 0.000000], [3.587000, -1.908000, -0.145000], [4.142200, -2.026700, -1.436100], [5.493800, -2.335400, -1.627500], [6.329000, -2.522000, -0.532300], [5.813100, -2.397900, 0.752500], [4.461300, -2.089800, 0.943500], [0.140300, -1.794700, -0.844600], [1.277800, -3.123000, -1.130300], [1.410000, -1.603000, -2.032500], [0.465000, -1.696300, 1.483000], [2.016300, -1.465000, 2.263500], [1.626700, -3.031400, 1.524800], [2.459000, 1.002500, -0.307400], [3.538300, -1.854600, -2.323900], [5.894100, -2.413200, -2.635300], [7.381300, -2.749300, -0.679400], [6.464900, -2.524300, 1.613300], [4.115400, -1.972200, 1.966500], [-1.691800, 0.000000, 0.000000]],
  "forces_ev_per_angstrom": [[-0.355, 1.377, 0.380], [-0.003, 0.002, -0.625], [-0.037, -0.009, 0.537], [-0.322, -0.065, 0.213], [0.314, 0.217, -0.709], [-0.265, 2.265, 2.937], [-0.872, 0.848, -0.895], [0.354, 0.114, 0.910], [-0.196, -0.014, -0.123], [-0.126, 0.040, 0.115], [-0.347, 1.612, 0.316], [0.176, 0.008, 0.067], [0.156, -0.017, 0.111], [-0.171, 0.640, -0.440], [0.099, 0.561, -0.361], [0.075, 0.000, 0.471], [0.172, 1.617, -1.169], [-0.324, -0.246, -0.608], [0.564, 0.254, 0.151], [-0.011, 0.068, -0.046], [1.140, 1.195, -1.348], [-0.055, -0.043, -0.017], [0.025, -0.235, 0.272], [-0.020, 0.002, 0.222], [0.126, 0.019, 0.064], [0.017, 0.006, 0.027], [-0.356, 0.011, 0.150], [0.617, -0.794, -0.805], [1.393, 0.387, -0.494], [0.957, -3.122, -0.279], [-1.858, 1.129, 0.284], [-0.074, -0.169, 0.069], [0.173, -0.055, 0.105], [-0.308, 0.142, 0.304], [0.173, -0.036, -0.109], [-0.480, 0.154, -0.044], [0.375, -0.060, -0.243], [-0.239, -0.265, 0.088], [-0.225, -0.435, 0.008], [0.188, 0.014, 0.267], [0.804, -0.892, -0.392], [0.044, -2.075, -0.986], [0.171, -0.367, -0.142], [-0.581, -3.279, 1.931], [-0.108, -0.056, 0.310], [-0.051, 0.004, 0.059], [-0.043, -0.014, 0.006], [-0.068, 0.002, -0.046], [-0.185, -0.035, -0.206], [-0.435, -0.404, -0.284]],
  "e_homo_ev": [1.561, 1.560],
  "total_charge": -2,
  "homo_lumo_gap_ev": [3.54, 3.54],
  "lumo_ha": [0.1875, 0.1875]
}

No. 4
{
  "formula": "C26H41N2ReS",
  "method": "ωB97M-V/def2-TZVPD",
  "elements": ["C", "C", "C", "C", "C", "Re", "C", "C", "H", "C", "H", "H", "C", "H", "H", "H", "C", "H", "H", "H", "C", "H", "H", "H", "C", "H", "H", "H", "C", "H", "H", "H", "C", "H", "H", "H", "C", "H", "H", "H", "C", "C", "C", "C", "H", "C", "H", "C", "H", "H", "H", "C", "C", "N", "C", "S", "N", "C", "C", "H", "H", "H", "H", "H", "H", "H", "H", "H", "H", "H", "H"],
  "xyz": [[1.360880, -2.600353, -0.023571], [2.344515, -1.956909, -0.868024], [1.801492, -1.853950, -2.183342], [0.463871, -2.367928, -2.167968], [0.208287, -2.883931, -0.845524], [0.561812, -0.834554, -0.691780], [-1.852693, 1.822501, -1.144268], [-1.596225, 0.789916, -0.100782], [-1.631917, 1.109778, 0.952648], [-1.583750, -0.624486, -0.326853], [-2.139870, -1.177310, -1.107310], [-1.535226, -1.136085, 0.654609], [-2.524131, 3.097514, -0.642314], [-1.895520, 3.556867, 0.106623], [-2.626522, 3.779169, -1.479136], [-3.504714, 2.891425, -0.217381], [-2.717822, 1.200795, -2.272165], [-2.323213, 0.265093, -2.647963], [-3.727575, 0.986840, -1.889381], [-2.820866, 1.870684, -3.127544], [3.726245, -1.575020, -0.444717], [3.814479, -1.491066, 0.641742], [4.441838, -2.330560, -0.793240], [4.025910, -0.619480, -0.889380], [2.620378, -1.510751, -3.385429], [2.897018, -0.452026, -3.409106], [3.542024, -2.103473, -3.360320], [2.077424, -1.762239, -4.298805], [-0.428446, -2.592975, -3.356899], [-0.149862, -1.911636, -4.163876], [-0.318984, -3.621365, -3.737385], [-1.487364, -2.426555, -3.116377], [-0.971793, -3.701836, -0.408369], [-1.886630, -3.421159, -0.940544], [-0.801086, -4.768941, -0.605889], [-1.175841, -3.598866, 0.664248], [1.618470, -3.094750, 1.364755], [0.696275, -3.433194, 1.846897], [2.335070, -3.929958, 1.364890], [2.060985, -2.299281, 1.973152], [0.277861, 1.052705, -2.034636], [-0.580640, 2.186947, -1.706264], [0.667488, 1.004853, -3.390249], [-0.450139, 3.407834, -2.449880], [0.519314, 1.627660, -1.081837], [0.567739, 2.120493, -4.219285], [0.874557, 0.023884, -3.832405], [0.107271, 3.353057, -3.712771], [-0.952727, 4.348070, -2.172395], [0.885456, 2.056294, -5.278427], [0.167132, 4.221625, -4.365673], [-0.337038, 3.495419, 4.731206], [-0.688082, 2.404107, 3.734458], [0.541957, 1.990421, 3.026346], [0.609576, 0.805408, 2.375850], [1.359261, 0.839376, 0.817890], [0.186099, -0.314593, 2.997717], [0.292190, -0.521891, 4.471183], [-0.885139, -1.335234, 4.993866], [0.440991, 3.160721, 5.432978], [-1.230847, 3.760834, 5.309006], [0.018335, 4.396564, 4.212979], [-1.126162, 1.528589, 4.224854], [-1.416426, 2.783263, 2.994104], [0.944525, 2.749311, 2.472712], [0.207080, -1.178520, 2.464103], [1.223920, -1.085975, 4.670563], [0.380651, 0.451048, 4.963202], [-0.839722, -2.368029, 4.617133], [-0.805234, -1.359580, 6.091334], [-1.856192, -0.894630, 4.718386]],
  "forces_ev_per_angstrom": [[0.980, -1.610, 0.353], [1.210, -1.188, -0.551], [1.216, -1.230, 0.009], [0.143, -1.358, -0.731], [0.117, -1.177, 0.125], [-3.869, 4.954, -0.024], [-1.721, -0.346, 1.778], [-2.297, 0.558, 1.372], [0.050, 0.031, -0.552], [1.145, -0.441, 1.027], [0.120, 0.613, 0.503], [-0.709, -0.167, -0.429], [-0.488, -0.546, 0.214], [0.136, 0.278, 0.342], [-0.371, 0.151, 0.123], [-0.022, 0.015, -0.001], [-0.352, 0.301, -0.084], [0.297, -0.117, -0.007], [0.326, 0.168, 0.049], [0.034, 0.134, 0.042], [0.303, 0.003, -0.293], [-0.053, 0.007, -0.180], [-0.031, 0.065, 0.139], [-0.042, -0.134, 0.126], [0.120, 0.258, 0.001], [0.082, -0.199, -0.089], [-0.152, 0.097, -0.059], [0.150, 0.101, 0.013], [0.029, 0.119, -0.020], [-0.180, -0.085, -0.009], [-0.028, 0.302, 0.161], [0.292, -0.051, -0.065], [-0.257, -0.026, -0.072], [0.163, -0.013, 0.084], [0.073, 0.244, 0.011], [0.074, 0.043, -0.230], [0.293, -0.051, 0.201], [0.120, 0.001, -0.039], [-0.271, 0.129, 0.005], [-0.008, -0.123, 0.018], [-1.441, -1.544, -1.460], [1.388, 0.983, -3.371], [0.558, 1.024, -1.029], [0.027, -0.007, -0.817], [1.240, 0.725, 1.407], [0.272, -0.756, -0.188], [0.412, 0.723, 0.299], [0.646, -0.143, 0.351], [0.343, -0.776, 0.066], [-0.420, -0.055, 0.748], [-0.155, -0.039, 0.288], [-0.174, 0.040, 0.267], [0.064, 0.158, 0.168], [-0.332, -0.213, -0.622], [0.165, -0.481, 0.548], [0.379, -0.040, 0.581], [0.368, 0.706, 0.110], [-0.045, -0.228, -0.288], [-0.003, 0.117, 0.249], [-0.225, 0.092, -0.234], [0.231, 0.046, -0.129], [-0.060, -0.215, 0.169], [0.051, 0.313, -0.158], [0.234, -0.230, 0.243], [-0.108, -0.367, 0.223], [0.156, 0.370, -0.223], [-0.296, 0.365, -0.168], [-0.001, -0.310, -0.160], [-0.092, 0.311, 0.125], [-0.160, -0.157, -0.347], [0.358, -0.120, 0.085]],
  "e_homo_ev": [-7.943, -9.916],
  "total_charge": 1,
  "multiplicity": 4,
  "relative_energy_kcal_mol": 54.2,
  "homo_lumo_gap_ev": [5.39, 6.58],
  "lumo_ha": [-0.0937, -0.1226]
}

| no. | DFT total energy (eV) |
| --- | --- |
| 1 | -17184.338 |
| 2 | -10374.032 |
| 3 | -39920.767 |
| 4 | -43561.140 |